Entry 1:
The following is a quantum chemistry calculation of a molecular structure, C35H59MoN11O4SSe at a distorted geometry, from the OMol25 dataset.

```
112
Properties=species:S:1:pos:R:3:mulliken_spin:R:1
Mo 0.12207 -0.40144 -0.80451 2.126
N 3.00378 2.99304 2.58622 0.000
C 2.97875 2.50811 1.18473 -0.002
C 1.86875 1.47850 1.05366 -0.004
O 1.38843 1.03637 2.07917 0.010
O 1.53746 1.18138 -0.17241 0.014
H 3.30744 2.25421 3.21906 0.000
H 2.03893 3.25572 2.93805 0.000
H 3.63160 3.78625 2.69978 0.000
H 3.92515 2.03491 0.93160 0.000
H 2.81995 3.33806 0.50127 0.000
N -3.91596 -5.03619 -2.23086 0.023
C -3.06778 -4.05135 -1.96162 0.017
C -1.82384 -4.28398 -1.31772 -0.003
C -0.98052 -3.24419 -1.06835 0.026
N -1.23992 -1.94960 -1.40610 -0.116
C -2.44969 -1.72542 -1.98338 0.030
C -3.35544 -2.69899 -2.27271 0.003
H -3.68449 -5.99447 -2.02946 -0.001
H -4.78886 -4.87075 -2.70559 -0.001
H -1.54009 -5.28838 -1.02348 -0.001
H -0.04458 -3.42830 -0.55887 -0.006
H -2.68913 -0.69962 -2.22254 0.000
H -4.29647 -2.43422 -2.74157 -0.001
O -2.62425 3.44372 5.21318 0.000
C -1.62817 4.44169 5.15973 0.000
N -1.45798 4.78242 3.75208 0.000
C -0.35056 4.55018 3.05009 0.000
O 0.72436 4.20055 3.54758 0.000
C -0.44741 4.71332 1.55719 0.000
C -0.19492 5.92557 0.92415 0.000
C -0.17484 5.96675 -0.46042 0.000
C -0.39007 4.79503 -1.16254 0.001
N -0.64549 3.62791 -0.55660 0.006
C -0.68624 3.59134 0.77877 0.000
H -3.17694 3.57782 5.99164 0.000
H -0.67378 4.07623 5.52531 0.000
H -1.91651 5.33389 5.71224 0.000
H -2.29408 5.07436 3.27080 0.000
H -0.01987 6.82518 1.50456 0.000
H 0.01482 6.89119 -0.98866 0.000
H -0.36480 4.78414 -2.24558 0.000
H -0.89241 2.62981 1.24077 -0.001
C -2.57781 -5.73566 3.84038 0.000
C -2.43723 -4.36125 4.49554 0.000
C -1.19441 -3.58283 4.04681 -0.001
C -1.07234 -3.41936 2.53413 0.005
N -2.26278 -2.74841 1.97695 -0.004
C -2.35425 -1.54494 1.44431 0.039
S -0.89809 -0.53998 1.31680 -0.104
N -3.54198 -1.04640 1.14375 -0.004
C -3.83509 0.31685 0.66448 0.001
C -4.24323 1.26899 1.79401 0.000
C -5.68699 1.10601 2.28256 0.000
C -5.99880 -0.22053 2.98398 0.000
H -3.38825 -6.29519 4.30644 0.000
H -1.66370 -6.32192 3.96433 0.000
H -2.80159 -5.67404 2.76857 0.000
H -2.36636 -4.49306 5.57439 0.000
H -3.34228 -3.76567 4.32442 0.000
H -0.29837 -4.10279 4.39349 0.000
H -1.19556 -2.59294 4.51337 0.000
H -0.99075 -4.39643 2.05718 0.000
H -0.19038 -2.83720 2.29062 -0.001
H -3.12724 -3.21240 2.23211 0.003
H -4.35528 -1.53223 1.49803 0.001
H -4.64169 0.23545 -0.06730 0.001
H -2.94658 0.68890 0.16281 0.003
H -4.12896 2.29028 1.41770 0.000
H -3.54951 1.14215 2.63322 0.000
H -6.37038 1.23778 1.43902 0.000
H -5.88363 1.92271 2.97840 0.000
H -6.11356 -1.04790 2.27171 0.000
H -6.95028 -0.15151 3.50976 0.000
H -5.23139 -0.47491 3.72232 0.000
C -0.75735 -0.10646 -4.45201 0.011
C 0.31693 0.86764 -3.98539 0.044
C 1.69583 0.37625 -4.40712 0.000
C 0.05424 2.27530 -4.50888 -0.001
N 0.35870 0.92010 -2.47097 -0.105
N -0.85086 1.22624 -1.76843 -0.013
H -0.62529 -0.28899 -5.51769 0.000
H -1.77356 0.28377 -4.33463 0.002
H -0.67009 -1.06545 -3.93719 0.000
H 1.75806 0.33712 -5.49408 0.000
H 1.88644 -0.62544 -4.01600 0.003
H 2.48522 1.04625 -4.05508 0.001
H -0.00991 2.24985 -5.59709 0.000
H 0.87059 2.95531 -4.24707 0.000
H -0.88815 2.68923 -4.13586 0.000
H 1.07642 1.59606 -2.21034 0.023
H -1.63278 1.22182 -2.41402 0.008
H -0.80078 2.25482 -1.28909 0.011
C 5.15652 -2.96106 -1.73098 -0.001
N 3.89846 -3.44503 -2.30739 -0.002
C 2.66870 -2.98602 -2.08791 0.015
Se 2.28793 -1.55222 -0.90651 -0.052
N 1.80578 -3.69591 -2.82631 -0.001
C 2.49456 -4.66141 -3.55972 -0.003
C 2.07262 -5.63900 -4.45252 0.001
C 3.05758 -6.43871 -4.99336 -0.002
C 4.41357 -6.27049 -4.66008 -0.001
C 4.82790 -5.30142 -3.77142 0.000
C 3.83349 -4.49782 -3.22470 0.000
H 4.96188 -2.16177 -1.02628 0.000
H 5.80245 -2.59220 -2.52541 0.000
H 5.65880 -3.77756 -1.21614 0.000
H 0.80913 -3.55699 -2.84405 0.006
H 1.02916 -5.76802 -4.71523 0.000
H 2.78014 -7.21625 -5.69304 0.000
H 5.14929 -6.92177 -5.11283 0.000
H 5.87511 -5.17839 -3.52129 0.000
```

Summary:
**HOMO-LUMO gap (alpha / beta)**: 6.0 / 6.6 eV
**Net charge**: +4
**Calculated total energy**: -139840.8704 eV
**ΔE to the lowest compared entry with this formula, charge and spin**: 0.612 eV
**Max |F|**: 1.011 eV Å⁻¹
**Expectation value of S²**: 2.0338
**Spin multiplicity**: 3

=====

Entry 2:
The following is a quantum chemistry calculation of a molecular structure, C35H60BrN4O3PPbSi3 at a distorted geometry, from the OMol25 dataset.

```
108
Properties=species:S:1:pos:R:3:lowdin_charge:R:1
Pb -0.71954 0.09522 -0.18863 1.325
O 2.78310 2.68741 3.45425 0.055
C 3.16092 1.55417 4.11643 -0.292
C 4.10420 1.77904 5.09872 0.014
C 4.69526 0.66030 5.64355 -0.061
C 4.29761 -0.60986 5.33576 -0.076
C 3.26516 -0.79511 4.44064 -0.020
C 2.72232 0.30984 3.76747 -0.132
C 1.69848 0.04887 2.65084 -0.241
O 2.05117 0.76847 1.45590 -0.201
N 0.39534 0.57851 3.11964 0.015
N -0.74053 -0.02115 2.48565 -0.069
C -1.83239 -0.04533 3.14557 -0.198
C -3.08538 -0.70683 2.79256 -0.626
Br -3.07612 -1.80047 1.27023 0.852
C -4.16681 -0.43586 3.56263 -0.049
C -5.51585 -1.01174 3.56723 -0.235
C -6.63906 -0.21775 3.81483 -0.033
C -7.92237 -0.73328 4.00365 -0.051
C -8.06497 -2.09125 3.77482 -0.068
C -6.97696 -2.90820 3.56951 -0.072
C -5.71892 -2.39542 3.49785 -0.051
H 2.26160 2.47684 2.64669 0.072
H 4.35955 2.78546 5.35143 0.128
H 5.48925 0.83542 6.39227 0.131
H 4.77773 -1.46778 5.75884 0.110
H 2.95282 -1.77894 4.13687 0.115
H 1.63285 -1.00661 2.32798 0.156
H 0.39791 0.51741 4.14683 0.150
H -1.94012 0.47070 4.11338 0.144
H -4.03080 0.37567 4.24362 0.117
H -6.37535 0.88320 3.85192 0.135
H -8.84699 -0.16926 4.25672 0.129
H -9.05023 -2.56192 3.86421 0.123
H -7.17236 -3.92439 3.46157 0.097
H -4.89784 -3.07740 3.34997 0.101
C -0.23207 -3.61896 -0.25089 -0.079
O -0.52683 -2.38676 -1.01602 -0.501
Si -1.16094 -2.52362 -2.60981 0.265
C -2.86330 -3.14745 -2.58817 -0.135
C 0.09534 -3.59927 -3.39955 -0.146
C -1.20585 -0.80579 -3.31455 -0.488
Si -0.02923 -0.25026 -4.48372 0.687
C 1.47498 -1.15202 -5.14699 -0.189
C 0.11862 1.34016 -5.43048 -0.180
C 2.19094 -0.69360 -1.91085 -0.013
Si -2.85852 0.09388 -3.45587 0.359
C -3.83852 -0.30664 -5.03748 -0.174
C -2.57659 1.99942 -3.54713 -0.174
C -4.16281 -0.14224 -2.13176 -0.192
H 0.34783 -4.33511 -0.71702 0.057
H -1.17639 -4.08693 0.05280 0.085
H 0.28445 -3.36515 0.63478 0.069
H -2.84246 -4.11745 -3.12172 0.066
H -3.51726 -2.41906 -3.11249 0.008
H -3.28096 -3.25858 -1.57956 0.039
H -0.03638 -4.61570 -3.04391 0.048
H 1.13742 -3.21743 -3.21432 0.046
H 0.05602 -3.63321 -4.45752 0.031
H 1.90357 -1.91437 -4.55493 -0.010
H 2.26247 -0.35769 -5.23968 0.057
H 1.27359 -1.54119 -6.13919 0.055
H -0.05870 2.28217 -4.89486 0.040
H -0.74379 1.30525 -6.08925 0.034
H 0.90933 1.32728 -6.16824 0.042
H 1.13897 -0.85852 -1.85850 -0.023
H 2.40411 -0.04842 -2.77718 0.097
H 2.66344 -1.65912 -1.94942 0.101
H -3.13164 -0.13724 -5.92508 0.049
H -4.64118 0.41231 -5.25315 0.044
H -4.20360 -1.31772 -5.16939 0.027
H -2.28272 2.24727 -4.57165 0.015
H -1.89495 2.52032 -2.84381 -0.001
H -3.55234 2.51279 -3.40120 0.051
H -4.64796 -1.07380 -2.01778 0.013
H -4.97000 0.54981 -2.46109 0.060
H -3.82819 0.21966 -1.15909 -0.005
C 1.52697 3.44841 -0.38854 -0.265
P -0.18528 3.09830 0.10289 0.706
C -1.06447 4.25574 -0.88668 -0.298
C -0.27701 3.69113 1.79687 -0.276
H 1.58669 4.55795 -0.52010 0.073
H 1.81698 3.06851 -1.37586 0.049
H 2.32156 3.10769 0.33548 0.034
H -0.94658 5.22314 -0.42033 0.060
H -2.10936 4.06282 -0.96668 0.034
H -0.72543 4.18115 -1.95522 0.069
H 0.29403 4.59790 2.16885 0.098
H 0.02696 2.87944 2.44743 -0.007
H -1.28387 3.76026 2.17771 0.046
N 1.68964 0.18100 0.27259 -0.091
C 2.63948 0.01664 -0.63516 -0.278
N 3.91332 0.49459 -0.63781 -0.024
C 4.44354 1.50845 0.30851 -0.117
C 5.36195 0.79586 1.32598 -0.156
C 6.49428 0.02010 0.60980 -0.172
C 5.85056 -0.92886 -0.41624 -0.147
C 5.02292 -0.08103 -1.40531 -0.125
H 3.61491 1.93040 0.91379 0.082
H 5.04289 2.21297 -0.28056 0.140
H 4.70705 0.01415 1.72376 0.101
H 5.62835 1.40070 2.19530 0.124
H 7.07825 -0.46980 1.36812 0.110
H 7.07549 0.80813 0.10070 0.123
H 5.21713 -1.70624 0.06515 0.129
H 6.66921 -1.40478 -0.98558 0.125
H 4.68464 -0.72509 -2.16117 0.097
H 5.61468 0.70534 -1.80338 0.124
```

Summary:
**HOMO-LUMO gap**: 7.6 eV
**Net charge**: +2
**Calculated total energy**: -157569.2801 eV
**Max |F|**: 3.036 eV Å⁻¹

=====

> Look up the net charge of the first one.

+4